114
Properties=species:S:1:pos:R:3:mulliken_charge:R:1 method="wB97M-V/def2-TZVPD" e_tot_ha=-15587.5927 molar_mass_g_mol=1400.050 multiplicity=1 e_homo_ha=-0.2274 homo_lumo_gap_ev=1.1
C -1.20 -2.52 4.27 -1.730
C -0.85 -1.41 3.29 0.369
N 0.05 -0.45 3.95 -0.385
C 1.10 0.01 3.06 0.467
C 2.08 -1.15 2.91 -1.540
C 2.37 -1.63 1.49 -0.028
C 3.78 -1.28 1.06 -1.140
C 4.04 -1.52 -0.40 -0.512
O 4.99 -2.61 -0.52 -0.424
C 4.58 -3.49 -1.46 0.077
O 4.13 -4.51 -1.18 -0.419
O 0.48 0.42 1.83 0.160
C 0.94 1.57 1.27 1.159
F 2.33 1.46 1.32 -0.414
C 0.66 2.85 2.12 -1.834
I -0.86 4.21 1.43 0.083
C 1.90 3.70 2.43 -0.228
C 2.62 3.25 3.68 -1.460
C 0.68 1.57 -0.23 -0.492
N 1.20 0.34 -0.83 1.598
C 1.03 0.25 -2.22 -1.641
O 0.08 -0.80 -2.56 -0.430
C -0.50 -0.62 -3.71 0.954
F -1.11 -1.72 -4.03 -0.288
F -1.40 0.31 -3.68 -0.256
F 0.34 -0.36 -4.67 -0.272
O -0.63 1.73 -0.72 -0.160
C -1.65 1.02 -0.03 -0.402
C -1.66 -0.47 -0.13 -1.333
P 1.67 3.10 -0.80 0.475
C 0.83 4.03 -2.09 -1.607
C 3.34 2.58 -1.34 -1.365
H -2.17 -2.91 4.09 0.569
H -0.52 -3.36 4.08 -0.016
H -1.07 -2.24 5.29 0.422
H -0.42 -1.87 2.43 0.027
H -1.78 -0.95 3.06 0.386
H -0.48 0.38 4.13 0.322
H 1.57 0.79 3.61 -0.009
H 1.72 -1.98 3.48 0.224
H 3.01 -0.88 3.38 0.626
H 1.62 -1.34 0.78 -0.236
H 2.35 -2.70 1.53 0.906
H 4.43 -1.94 1.59 0.708
H 4.08 -0.29 1.34 0.327
H 4.54 -0.66 -0.81 0.149
H 3.15 -1.73 -0.97 0.445
H 4.69 -3.15 -2.49 0.481
H 0.33 2.53 3.08 0.629
H 1.53 4.67 2.64 0.770
H 2.54 3.81 1.58 0.096
H 3.18 2.37 3.46 0.250
H 3.29 4.01 4.02 0.499
H 1.89 3.02 4.44 0.353
H 2.17 0.21 -0.64 -0.303
H 1.96 -0.04 -2.66 0.470
H 0.73 1.15 -2.72 0.504
H -1.68 1.25 1.04 0.431
H -2.61 1.36 -0.43 0.644
H -1.93 -0.84 -1.09 0.289
H -2.38 -0.83 0.59 0.555
H -0.73 -0.86 0.20 -0.065
H -0.02 3.55 -2.54 0.499
H 0.61 5.01 -1.75 0.536
H 1.53 4.16 -2.89 0.429
H 3.65 3.30 -2.05 0.610
H 4.03 2.61 -0.53 0.289
H 3.38 1.63 -1.85 0.218
O 1.23 -5.05 5.12 -0.397
H 0.63 -5.26 5.88 0.456
H 0.96 -5.53 4.31 0.456
H 2.17 -5.20 5.34 0.452
C 1.96 -4.69 -4.83 -0.314
C 1.80 -5.18 -3.54 0.099
C 1.06 -6.32 -3.32 -0.553
C 0.48 -6.97 -4.39 0.316
C 0.64 -6.50 -5.68 -0.749
C 1.38 -5.34 -5.90 -0.638
N -0.29 -8.19 -4.17 1.066
O -0.42 -8.57 -3.03 -0.626
O -0.74 -8.74 -5.15 -0.591
H 2.55 -3.79 -5.00 0.455
H 2.26 -4.67 -2.70 0.154
H 0.93 -6.70 -2.32 0.478
H 0.18 -7.00 -6.52 0.468
H 1.51 -4.96 -6.90 0.483
O 1.20 6.83 -2.86 -0.534
H 1.09 6.73 -3.82 0.284
K -3.20 3.60 0.37 1.032
C -4.02 -5.37 6.71 -1.127
C -3.68 -3.92 6.99 0.625
O -3.02 -3.27 6.21 -0.401
C -4.16 -3.32 8.27 -0.773
H -3.60 -5.67 5.75 0.254
H -3.61 -6.01 7.49 0.320
H -5.10 -5.50 6.68 0.329
H -3.75 -3.86 9.12 0.353
H -5.25 -3.34 8.31 0.314
H -3.78 -2.24 8.32 -0.012
F -3.60 9.87 -5.78 -0.337
P -2.55 8.89 -4.97 1.107
F -2.48 7.25 -5.13 -0.298
F -1.67 10.24 -4.72 -0.281
F -3.97 8.58 -4.19 -0.357
F -1.79 8.59 -3.40 -0.297
F -1.74 8.76 -6.39 -0.326
Mg 2.72 -7.65 -6.23 -0.065
C -7.76 9.72 -6.11 -0.368
Br -5.99 9.19 -5.62 0.209
Br -8.15 9.35 -7.97 -0.054
Br -9.12 8.97 -4.95 -0.073
H -7.82 10.79 -5.99 0.316
Br -2.26 -0.88 8.70 -0.884
Cl -2.78 7.27 -1.87 0.018